# AgH12O6

AgH12O6 as an isolated structure at a distorted geometry (wB97M-V/def2-TZVPD, the OMol25 dataset).

Last column: Löwdin charge in e.
CARTESIAN COORDINATES (ANGSTROEM)
Ag  -0.37779  -0.51466  -0.46145  0.75
O  -1.14105  0.29113  1.65513  -0.04
H  -0.48070  0.38652  2.32022  0.04
H  -1.92643  0.05411  2.10310  0.05
O  -0.17029  1.80826  -0.70054  -0.08
H  0.12611  2.42203  -1.38950  0.08
H  -0.25189  2.41095  0.05593  0.07
O  -2.58901  -0.17719  -1.22536  -0.09
H  -3.46415  -0.38578  -0.91229  0.05
H  -2.67884  0.58918  -1.86610  0.10
O  1.94437  0.81330  1.30367  -0.06
H  1.65867  0.47704  0.44391  -0.05
H  1.47377  1.62408  1.52547  0.03
O  0.36946  -2.68034  0.25616  -0.06
H  -0.19007  -3.41423  0.06597  0.05
H  1.17383  -2.89666  0.76028  0.08
O  1.77425  -0.28892  -1.25299  -0.07
H  2.45850  -0.84276  -0.89308  0.07
H  2.29128  0.32393  -1.78856  0.09

Summary:
HOMO-LUMO gap, eV: 10.2
Total energy, Eh: -605.3702
Charge: +1
Energy relative to the best compared isomer or geometry (same formula, charge and spin), eV: 0.216
HOMO energy, eV: -13.586
LUMO level, eV: -3.4